*P*
8
Properties=species:S:1:pos:R:3 method="wB97M-V/def2-TZVPD" total_charge=0 homo_ev=-10.8 orbital_gap_ev=11.55 smiles=C#CCC#N
C 1.79709 0.65004 0.02313
C 0.77681 0.02151 0.09383
C -0.50490 -0.68978 0.15898
C -1.51414 0.27225 -0.28943
N -2.09317 1.19839 -0.66586
H 2.74004 1.14607 -0.01534
H -0.71067 -1.02426 1.18152
H -0.49105 -1.57422 -0.48683


*Q*
8
Properties=species:S:1:pos:R:3 method="wB97M-V/def2-TZVPD" total_charge=0 homo_ev=-10.6 orbital_gap_ev=11.09 smiles=C#CCC#N
C 1.70394 0.71490 -0.01232
C 0.67158 0.10385 0.05397
C -0.53998 -0.71972 0.16616
C -1.62006 0.17598 -0.27329
N -1.75980 1.25938 -0.64605
H 2.69987 1.09530 -0.00720
H -0.69015 -1.03485 1.20016
H -0.46540 -1.59485 -0.48143


*R*
8
Properties=species:S:1:pos:R:3 method="wB97M-V/def2-TZVPD" total_charge=0 homo_ev=-9.4 orbital_gap_ev=10.45 smiles="C#C[C@H]1C=N1"
C 1.18911 1.15130 1.05751
C 0.27039 0.47640 0.66274
C -0.70699 -0.51961 0.24635
C -0.33693 -1.35651 -0.93926
N -0.04092 -1.86241 0.15744
H 2.13046 1.52897 1.30159
H -1.62668 -0.42423 0.67077
H -0.35286 -1.32850 -1.98986


Short version: *R* is the least stable of them.


*P*
8
Properties=species:S:1:pos:R:3 method="wB97M-V/def2-TZVPD" total_charge=0 homo_ev=-10.8 orbital_gap_ev=11.53 smiles=C#CCC#N
C 1.71543 -0.85699 0.04191
C 0.81414 -0.07142 -0.03309
C -0.33301 0.72574 0.04592
C -1.48275 -0.22205 -0.09583
N -2.39046 -0.95539 0.04474
H 2.65501 -1.32903 -0.09394
H -0.48441 1.40659 -0.80843
H -0.49395 1.30256 0.89871


*Q*
8
Properties=species:S:1:pos:R:3 method="wB97M-V/def2-TZVPD" total_charge=0 homo_ev=-10.6 orbital_gap_ev=10.02
C -1.15903 0.07543 -0.01890
C 0.25772 0.36440 -0.06566
C 1.25507 1.16534 -0.19345
C 1.69615 -0.42507 0.09703
N 2.59028 -1.14884 0.22925
H -1.76668 0.98163 -0.10067
H -1.46028 -0.42606 0.90756
H -1.41322 -0.58683 -0.85516


Short version: *Q* is the least stable of them.


*P*
17
Properties=species:S:1:pos:R:3 method="wB97M-V/def2-TZVPD" multiplicity=2 total_charge=-1 s2=0.75 homo_ev="1.1 / -5.5" orbital_gap_ev="3.06 / 9.37"
N 1.95969 -0.43261 1.00845
C 1.57849 -0.44214 -0.37394
C -2.38182 -0.54321 -0.32846
C -0.93146 -0.93616 -0.07549
C 0.09826 -0.40109 -0.72461
H 1.91163 0.43847 1.47283
H 1.34953 -1.02397 1.54481
H 2.11813 -1.33971 -0.89478
H 2.15817 0.38083 -0.88031
H -3.03307 -1.39417 -0.07662
H -2.58821 0.32111 0.29923
H -2.64958 -0.33483 -1.34165
H -0.89782 -1.43796 0.87835
H -0.21229 0.33324 -1.45820
H 1.06202 2.33546 0.97160
H 0.19069 1.99454 -0.42838
O 0.26766 2.48221 0.40714


*Q*
17
Properties=species:S:1:pos:R:3 method="wB97M-V/def2-TZVPD" multiplicity=2 total_charge=-1 s2=0.75 homo_ev="1.1 / -5.0" orbital_gap_ev="3.03 / 8.93"
N 1.75675 0.74054 -0.15760
C 0.60315 1.23133 -0.94165
C -2.20477 -0.68953 1.05999
C -1.24166 0.42925 0.69420
C -0.76031 0.48012 -0.60853
H 2.52858 0.51303 -0.79474
H 2.12850 1.44815 0.54187
H 0.90646 1.05248 -2.00381
H 0.27327 2.32861 -0.83949
H -2.89396 -0.28247 1.86714
H -2.86434 -1.15509 0.34995
H -1.66950 -1.39246 1.66094
H -0.65346 1.05021 1.29755
H -1.26772 0.04039 -1.52117
H 2.25819 -2.48875 -0.48489
H 1.29958 -1.29275 -0.33796
O 1.80123 -2.01307 0.21818


Short version: *Q* is the least stable of them.


*P*
17
Properties=species:S:1:pos:R:3 method="wB97M-V/def2-TZVPD" multiplicity=2 total_charge=-1 s2=0.75 homo_ev="0.8 / -3.1" orbital_gap_ev="3.19 / 7.01"
C 0.76166 -0.87694 1.91159
C 1.81652 -1.38412 -0.09244
N 1.12455 -1.85486 0.94714
H 1.63416 -0.27541 2.22800
H 0.40479 -1.41765 2.78776
H 0.00933 -0.17746 1.53100
H 1.95735 -1.92502 -1.03305
H 2.26304 -0.40815 -0.13972
N -1.57458 0.29528 -0.16747
C -0.68527 1.32395 -0.61939
N -1.08671 2.01304 -1.82916
H -2.50015 0.36020 -0.55099
H -1.22884 -0.65210 -0.19742
H -0.47651 2.07036 0.16754
H 0.30331 0.87897 -0.75453
H -1.57827 1.38997 -2.45630
H -1.56464 2.89622 -1.73206


*Q*
17
Properties=species:S:1:pos:R:3 method="wB97M-V/def2-TZVPD" multiplicity=2 total_charge=-1 s2=0.75 homo_ev="0.0 / -1.8" orbital_gap_ev="3.45 / 5.29"
C -1.67503 0.29693 -0.45433
C -3.20401 0.06524 -2.25509
N -2.58106 0.92756 -1.46686
H -2.27651 -0.39047 0.16738
H -0.98150 -0.27192 -1.11610
H -1.22980 1.13703 0.07336
H -4.28627 -0.19079 -2.21612
H -2.61743 -0.85699 -2.52809
N 2.43938 0.68654 0.58345
C 1.80797 -0.57863 0.95502
N 2.55053 -1.17703 2.08906
H 2.05836 1.53100 0.95555
H 3.41487 0.64472 0.39721
H 1.76256 -1.12757 0.02129
H 0.79588 -0.25304 1.21072
H 3.07625 -0.40678 2.47255
H 1.92007 -1.53957 2.79242


Short version: *Q* is the least stable of them.


*P*
16
Properties=species:S:1:pos:R:3 method="wB97M-V/def2-TZVPD" total_charge=0 homo_ev=-8.4 orbital_gap_ev=9.19 smiles=CCNC.O
C 0.21546 -2.09245 -0.01864
C -0.22581 -0.61805 0.11468
N -0.34745 -0.17584 -1.26254
C -0.67704 1.18605 -1.34570
H 1.08929 -2.19577 -0.68372
H -0.56829 -2.79122 -0.35637
H 0.51759 -2.37075 1.00502
H 0.50544 0.00565 0.66398
H -1.20171 -0.52395 0.62871
H -0.96325 -0.74773 -1.85457
H -0.05046 1.75170 -0.63574
H -1.73089 1.27386 -1.03216
H -0.56907 1.63671 -2.34663
O 0.95916 2.02414 2.34884
H 1.56633 1.79067 1.61053
H 1.48063 1.84698 3.16428


*Q*
16
Properties=species:S:1:pos:R:3 method="wB97M-V/def2-TZVPD" total_charge=0 homo_ev=-9.0 orbital_gap_ev=9.89 smiles=CNC.CO
C -1.13204 -0.84096 -0.42910
N 0.30498 -0.93039 0.17171
C 0.32328 -1.42912 1.53819
H -1.04735 -0.55358 -1.47341
H -1.72876 -0.12597 0.12933
H -1.56580 -1.84496 -0.37252
H 0.89343 -1.50492 -0.42629
H -0.32825 -0.79821 2.13858
H 1.32831 -1.34248 1.94538
H -0.01846 -2.46673 1.61204
C 0.44258 2.25630 -1.05378
O 0.69305 1.67567 0.18853
H -0.64513 2.32366 -1.24741
H 0.90773 1.70355 -1.89040
H 0.85556 3.28021 -1.05258
H 0.71688 0.59796 0.22174


Short version: *Q* is the least stable of them.


*P*
16
Properties=species:S:1:pos:R:3 method="wB97M-V/def2-TZVPD" total_charge=0 homo_ev=-9.2 orbital_gap_ev=10.19 smiles=CNC.CO
C 0.33876 -1.78474 -0.48061
N 0.90777 -0.59013 0.15810
C 1.69972 0.21137 -0.77300
H -0.35394 -2.28871 0.18813
H 1.11523 -2.53513 -0.72013
H -0.12496 -1.53069 -1.42020
H 1.50676 -0.94173 0.89405
H 1.91626 1.18277 -0.34143
H 2.67046 -0.25845 -1.01381
H 1.19569 0.34798 -1.73152
C -2.14321 1.43135 0.94882
O -0.76615 1.61061 0.96793
H -2.63473 1.77641 0.02730
H -2.59503 1.99733 1.76831
H -2.44710 0.39227 1.11960
H -0.28554 0.97947 0.40845


*Q*
16
Properties=species:S:1:pos:R:3 method="wB97M-V/def2-TZVPD" total_charge=0 homo_ev=-9.3 orbital_gap_ev=10.29 smiles=CNC.CO
C -0.40858 0.85869 1.51856
N 0.39853 0.91584 0.29846
C 1.77710 0.51696 0.53776
H -1.41976 1.19835 1.28532
H -0.10946 1.56052 2.31444
H -0.40141 -0.12566 1.96367
H 0.42669 1.89920 0.05272
H 1.86781 -0.55182 0.75687
H 2.45745 0.66810 -0.29972
H 2.19235 1.01142 1.42874
C -1.19000 -1.54153 -1.95952
O -1.42740 -0.83407 -0.78015
H -2.11438 -1.55681 -2.53246
H -0.96727 -2.58911 -1.72369
H -0.37673 -1.08197 -2.51944
H -0.70493 -0.34813 -0.34156


Short version: *Q* is the least stable of them.


*P*
9
Properties=species:S:1:pos:R:3 method="wB97M-V/def2-TZVPD" total_charge=0 homo_ev="-9.9 / -10.0" orbital_gap_ev="8.17 / 7.92"
C -0.41798 0.20944 0.49773
C -1.15797 -0.22757 -0.58884
N 0.88711 -0.65061 0.42877
O 1.73912 -0.57768 -0.36433
F 2.88129 0.82825 -0.02715
H -0.15677 1.37537 0.60630
H -0.78674 -0.12281 1.55610
H -1.94497 -0.96073 -0.48521
H -1.04310 0.12634 -1.62336


*Q*
9
Properties=species:S:1:pos:R:3 method="wB97M-V/def2-TZVPD" total_charge=0 homo_ev="-8.6 / -8.6" orbital_gap_ev="8.47 / 8.47"
C -0.47386 -1.09939 -0.18516
C -0.12293 0.20230 0.50800
N 0.58275 1.13632 -0.10394
O 1.07387 0.90221 -1.19718
F -0.66680 0.54971 1.72949
H -0.48138 -1.75404 0.71159
H 0.35932 -1.29864 -0.89461
H -1.28941 -1.11047 -0.89543
H 1.01845 2.47200 0.32725


Short version: *P* is the least stable of them.